# 1
A 11-piece molecular cluster, C25H72O11 overall in a non-equilibrium geometry. Source: the OMol25 dataset; level of theory: the ωB97M-V functional and the def2-TZVPD basis.

As for the highest occupied orbital energy: -0.33913 Ha. For the max |F|, the calculation gives 2.55 eV/A. The calculated total energy is -1823.21023 hartree. As for the charge: 0. The calculation puts the energy relative to the best compared isomer or geometry (same formula, charge and spin) at 189.71 kJ/mol.

Structure (XYZ):
```
108
Properties=species:S:1:pos:R:3:forces:R:3
C 2.1998 3.4906 -1.5174 -0.09 1.03 0.30
O 1.2197 4.2566 -2.2881 0.24 -1.46 0.60
H 1.8398 2.5191 -1.1787 -0.59 -0.10 -0.83
H 3.1371 3.3608 -2.0584 -0.08 0.03 -0.05
H 2.3642 3.9747 -0.5548 0.38 0.43 -0.19
H 1.5604 5.1207 -2.5304 0.27 -0.10 0.12
C 5.0983 -0.4257 -1.7895 1.10 1.11 -0.76
O 5.5444 -0.1618 -3.1403 -0.24 -0.89 -0.04
H 5.8214 0.0115 -1.1009 -0.07 -0.02 0.29
H 4.1314 0.0499 -1.6252 -0.27 -0.41 0.15
H 5.1270 -1.5043 -1.6350 -0.41 0.14 -0.20
H 5.7442 0.7585 -3.3264 -0.13 0.06 0.56
C -1.8548 2.5805 -2.7506 -0.10 0.19 -0.32
O -0.5728 2.0744 -3.0448 0.19 -0.79 0.19
H -2.2088 3.1077 -3.6366 -0.32 0.32 0.17
H -2.5514 1.7662 -2.5516 0.18 -0.13 0.05
H -1.8205 3.2353 -1.8799 -0.16 0.13 -0.02
H 0.0860 2.7271 -2.7966 0.12 0.41 -0.12
C 1.9886 -4.1803 -0.2437 -0.14 0.12 -1.24
O 1.9017 -4.5066 1.0732 0.00 -0.64 2.00
H 2.3782 -5.0577 -0.7599 0.27 0.33 -0.36
H 1.0004 -3.9526 -0.6432 -0.19 0.00 -0.37
H 2.5941 -3.2810 -0.3563 0.44 -0.02 -0.58
H 1.2747 -3.8848 1.4499 -0.38 0.13 0.56
C -2.6107 -2.8331 2.4896 0.39 0.87 0.63
C -1.1720 -3.2571 2.8603 -1.06 -0.68 -0.14
C -1.1341 -4.7567 3.0303 -0.20 -1.23 0.40
O -0.2890 -2.8921 1.8526 0.60 -0.80 -0.94
H -3.3228 -3.1699 3.2430 -0.10 -0.37 -0.18
H -2.9006 -3.1013 1.4736 0.10 -0.49 0.14
H -2.6903 -1.7467 2.5275 0.13 0.15 -0.11
H -0.8275 -2.7310 3.7506 -0.36 -0.15 0.58
H -1.4183 -5.3165 2.1392 0.07 0.47 -0.50
H -1.8758 -5.1164 3.7434 -0.08 0.37 0.36
H -0.1992 -5.2201 3.3457 0.32 0.52 0.01
H -0.4499 -1.9638 1.6684 0.39 0.83 -0.15
C 2.2573 0.7879 -4.3566 0.64 -0.32 0.14
C 1.3737 0.6194 -5.5625 -1.15 -0.02 -0.47
C 1.8376 -0.3335 -6.6606 0.24 -0.43 1.06
O 0.0950 0.1370 -5.1287 -0.02 -0.45 -0.47
H 2.0934 0.0202 -3.6004 -0.29 -0.28 -0.21
H 2.0315 1.7318 -3.8604 0.38 0.16 -0.10
H 3.3033 0.6581 -4.6345 0.19 0.56 0.12
H 1.1750 1.5846 -6.0283 0.31 0.37 -0.05
H 2.8134 -0.1002 -7.0867 -0.17 0.44 -0.13
H 1.0590 -0.4372 -7.4163 0.19 0.05 -0.01
H 1.9944 -1.2912 -6.1643 -0.20 -0.34 -0.16
H -0.2725 0.7919 -4.5307 -0.06 0.24 0.35
C -4.0666 0.3322 4.3131 -0.26 0.35 0.57
C -2.9400 1.1656 3.7261 0.75 -1.84 1.23
C -1.5645 0.9125 4.3668 -0.50 1.19 0.45
O -2.7265 0.6696 2.4264 -0.08 0.81 -1.40
H -4.9809 0.6603 3.8187 -0.27 -0.18 0.13
H -4.1620 0.5061 5.3849 -0.16 0.16 0.05
H -3.9645 -0.7448 4.1801 0.31 0.12 -0.22
H -3.2490 2.2091 3.7872 0.32 0.23 -0.32
H -1.5645 1.1936 5.4199 -0.11 -0.37 0.16
H -0.8454 1.6040 3.9278 0.17 -0.17 -0.29
H -1.2351 -0.1164 4.2220 -0.12 0.03 0.09
H -3.4394 0.9638 1.8548 -0.12 -0.12 -0.25
C -5.7684 -2.1780 -3.3216 0.34 -0.31 0.88
C -5.3980 -3.2586 -2.2199 -0.99 1.07 -2.10
C -4.2798 -2.8351 -1.3094 -0.07 0.38 0.16
O -6.5489 -3.4955 -1.4650 -0.59 -0.22 1.57
H -4.8609 -1.8341 -3.8180 -0.18 -0.07 -0.37
H -6.2777 -1.3102 -2.9025 0.47 0.16 0.74
H -6.5572 -2.4863 -4.0078 0.47 -0.73 -0.40
H -5.1029 -4.1772 -2.7270 0.09 -0.16 -0.18
H -3.3204 -2.9808 -1.8058 0.03 -0.10 0.14
H -4.3448 -3.3998 -0.3794 0.21 -0.14 -0.10
H -4.3560 -1.7789 -1.0508 -0.08 0.10 0.03
H -7.3243 -3.7489 -1.9710 0.31 0.03 -0.40
C 4.0056 -0.2538 1.8790 0.45 0.67 0.12
C 5.3387 0.3302 2.4688 -1.98 -0.84 0.43
C 6.1823 -0.7276 3.1308 1.36 -0.36 -0.62
O 5.9612 1.0774 1.4585 0.81 -0.07 -0.21
H 3.3727 -0.7089 2.6409 0.01 -0.05 -0.11
H 4.0896 -0.8955 1.0020 0.67 -0.58 0.34
H 3.4636 0.5731 1.4200 -0.32 0.44 0.45
H 5.0527 1.0040 3.2764 -0.26 0.29 0.12
H 6.5816 -1.4289 2.3979 -0.47 -0.40 -0.15
H 5.6586 -1.2525 3.9297 -0.25 0.02 -0.28
H 7.1150 -0.3737 3.5700 -0.15 0.66 0.18
H 5.2437 1.5989 1.0912 0.18 0.22 -0.23
C -0.0107 3.7334 1.0646 -0.28 -0.89 0.68
C -0.3162 4.8584 2.0598 0.82 1.08 -1.17
C -1.7994 4.9836 2.3865 0.88 -0.29 -0.16
O 0.6035 4.8293 3.1677 -0.87 -0.91 0.11
H 1.0531 3.5120 0.9779 -0.06 0.33 0.08
H -0.4491 3.7923 0.0683 0.11 0.87 -0.06
H -0.4635 2.8013 1.4027 0.01 -0.18 0.56
H -0.0385 5.8117 1.6100 -0.18 0.12 -0.66
H -2.1769 4.0146 2.7133 -0.31 0.16 0.21
H -2.2734 5.2884 1.4536 -0.27 -0.14 0.08
H -1.9482 5.7882 3.1066 -0.22 -0.18 0.18
H 0.0985 5.1773 3.9063 0.22 0.01 0.32
C 1.1166 -0.5467 -0.4275 0.55 -0.58 0.95
C -0.1143 0.1008 0.1584 -0.97 -0.71 -0.01
C -1.3948 -0.3982 -0.5247 0.33 0.67 -0.33
O -0.2432 -0.2934 1.5419 1.33 0.35 -0.21
H 2.0196 -0.1683 0.0517 -0.01 0.43 -0.17
H 1.2099 -0.4608 -1.5101 -0.24 0.02 0.09
H 1.1453 -1.5882 -0.1072 -0.27 -0.24 -0.45
H 0.0287 1.1775 0.0676 -0.43 0.18 0.12
H -1.5960 -1.4413 -0.2803 0.31 -0.09 -0.13
H -1.2798 -0.2582 -1.5996 -0.26 -0.15 -0.11
H -2.2676 0.1578 -0.1825 -0.01 0.19 -0.03
H -0.9655 0.1709 1.9713 -0.50 0.34 -0.21
```
Positions in Å, forces in eV/Å.

# 2
CH3N4O as an isolated structure in a non-equilibrium geometry. Source: the OMol25 dataset; level of theory: the ωB97M-V functional and the def2-TZVPD basis.

As for the highest occupied orbital energy: -0.54796 Ha. For the max |F|, the calculation gives 5.67 eV/A. The calculated total energy is -333.70563 hartree. As for the charge: +1. The calculation puts the energy relative to the best compared isomer or geometry (same formula, charge and spin) at 334.21 kJ/mol.

Structure (XYZ):
```
9
Properties=species:S:1:pos:R:3:forces:R:3
C 0.8372 -0.1956 -0.0669 -0.46 -0.06 0.11
N -2.0222 0.2981 0.4488 2.97 3.09 -3.72
N -1.4921 1.0372 -0.2287 -1.66 -1.09 2.12
N 0.1406 -0.8782 0.5705 -1.18 -1.06 -0.43
N 1.8394 0.3408 -0.6319 -1.05 -1.81 -2.93
O -1.0562 -1.1763 0.8061 1.06 -1.40 1.55
H -2.6863 -0.3491 0.7392 -2.57 -0.64 0.93
H 2.3522 0.8774 -0.0501 2.68 2.50 1.53
H 2.0874 0.0456 -1.5869 0.22 0.48 0.83
```
Positions in Å, forces in eV/Å.

Respective Kohn-Sham gap values: 9.350 9.579 eV.